Entry from the OMol25 dataset: a cluster of 9 separate species, C6H27O9 in total (wB97M-V/def2-TZVPD).

Last columns: bonded neighbours and bond lengths (Å).
Atoms and positions in Å:
1 O 0.738 -0.059 -3.216  H4 0.959, H40 1.001
2 H -0.510 -2.452 -2.047  O12 0.990
3 H 3.798 -0.960 -0.988  O23 0.961
4 H 1.233 0.679 -2.854  O1 0.959
5 H -3.608 -0.589 1.713  C15 1.068
6 H -1.681 -1.840 -2.743  O12 0.965
7 H -1.001 3.921 0.134  C32 1.097
8 H -1.154 -1.169 1.285  C26 1.102
9 H 1.079 -4.031 0.360  O33 0.955
10 H 1.939 2.255 0.826  C42 1.106
11 H 1.811 -1.924 1.947  O37 0.978
12 O -1.261 -2.703 -2.641  H2 0.990, H6 0.965
13 C -0.773 0.851 1.764  C26 1.539, H34 1.100, H35 1.101, C39 1.521
14 O -3.609 1.161 0.574  C15 1.397, H41 0.956
15 C -3.143 -0.122 0.872  H5 1.068, O14 1.397, C26 1.551, H29 1.133
16 H -1.333 2.373 -1.627  O24 0.964
17 H 1.052 -1.440 3.197  O37 0.963
18 H 2.355 -1.520 -0.918  O23 1.027
19 H 1.001 -2.574 -0.323  O33 1.006
20 H -2.223 3.145 1.134  C32 1.061
21 H 2.992 -0.354 2.172  O38 0.981
22 H 2.835 0.291 0.856  O38 0.978
23 O 3.009 -0.886 -0.445  H3 0.961, H18 1.027
24 O -1.908 2.632 -2.356  H16 0.964, H36 0.967
25 H -1.322 -0.053 -0.058  C26 1.106
26 C -1.600 -0.201 1.002  H8 1.102, C13 1.539, C15 1.551, H25 1.106
27 H 0.886 2.785 -0.548  C42 1.103
28 H 1.256 1.164 -0.035  C42 1.132
29 H -3.474 -0.661 -0.067  C15 1.133
30 H 1.335 -2.952 -2.521  O31 0.961
31 O 1.296 -2.248 -1.869  H30 0.961
32 C -1.197 3.123 0.861  H7 1.097, H20 1.061, C39 1.339
33 O 1.100 -3.092 0.534  H9 0.955, H19 1.006
34 H 0.163 0.387 2.111  C13 1.100
35 H -1.197 1.108 2.747  C13 1.101
36 H -2.475 1.882 -2.580  O24 0.967
37 O 1.913 -1.758 2.906  H11 0.978, H17 0.963
38 O 3.025 0.545 1.781  H21 0.981, H22 0.978
39 C -0.318 2.142 1.101  C13 1.521, C32 1.339, C42 1.453
40 H 1.039 -0.898 -2.762  O1 1.001
41 H -3.004 1.869 0.357  O14 0.956
42 C 0.936 2.172 0.367  H10 1.106, H27 1.103, H28 1.132, C39 1.453

As for the net charge: -1. For the gap between HOMO and LUMO, the calculation gives 0.343 Eh. The calculation puts the lowest unoccupied orbital energy at 2.977 eV. For the HOMO energy, the calculation gives -6.37 eV. The energy above the lowest of the compared OMol25 structures with the same formula, charge and spin is 1.561 eV. The value obtained for the energy is -25088.11745 eV.

Here are the Mulliken charges for atoms 1 to 5, given in e:
1 O -0.68
2 H 0.40
3 H 0.22
4 H 0.26
5 H 0.34